(1)
# H16O8

A cluster of 8 separate species, H16O8 in total in a non-equilibrium geometry (the ωB97M-V functional and the def2-TZVPD basis, OMol25).

## Properties
- relative energy (zero: lowest compared OMol25 entry of this formula, charge and spin) (kcal per mole) = 44.0
- HOMO level (eV) = -11.0
- orbital gap (eV) = 11.39

Each line ends with the Mulliken charge.
Cartesian coordinates (Å):
O: 4.512 7.138 3.566  -0.615
O: 4.672 11.691 4.799  -0.620
O: 4.835 4.593 2.701  -0.733
O: 7.744 6.346 3.879  -0.637
O: 7.438 9.438 4.538  -0.580
O: 5.104 10.085 2.799  -0.665
O: 4.674 9.104 5.978  -0.650
O: 6.321 3.382 4.580  -0.679
H: 7.966 7.225 4.246  0.326
H: 3.976 12.390 4.746  0.327
H: 6.924 6.521 3.485  0.316
H: 8.054 10.033 4.900  0.273
H: 5.031 9.991 5.881  0.332
H: 6.322 3.075 5.452  0.288
H: 4.781 9.189 2.789  0.276
H: 4.042 4.114 3.066  0.321
H: 3.984 6.924 4.362  0.261
H: 5.525 4.241 3.323  0.437
H: 7.035 4.067 4.642  0.353
H: 4.660 8.854 5.045  0.300
H: 6.666 9.405 5.032  0.370
H: 5.937 10.096 2.306  0.305
H: 4.509 11.310 3.951  0.351
H: 4.692 6.242 3.153  0.343

(2)
# C21H21N5O3

An isolated molecule of C21H21N5O3 in a non-equilibrium geometry (the ωB97M-V functional and the def2-TZVPD basis, OMol25).

## Properties
- relative energy (zero: lowest compared OMol25 entry of this formula, charge and spin) (kcal per mole) = 80.3
- HOMO level (eV) = -8.3
- orbital gap (eV) = 8.76

Each line ends with the Mulliken charge.
Cartesian coordinates (Å):
O: 3.656 1.676 0.341  -0.447
O: -2.680 2.450 -1.428  -0.713
O: 0.945 1.493 1.071  -0.161
N: 6.560 -2.284 1.132  -0.655
N: -5.666 -2.393 0.459  0.684
N: -4.845 -2.499 -0.582  -0.969
N: -3.056 1.226 0.446  -0.137
N: -0.383 1.276 1.019  -0.496
C: -4.833 -0.384 0.173  0.599
C: 3.012 0.157 -1.448  -0.396
C: -3.341 -1.036 -1.861  -1.158
C: -4.490 1.069 0.275  0.438
C: -4.324 -1.300 -0.779  -0.029
C: 5.490 -0.156 1.316  -0.541
C: 4.103 -1.990 -1.604  -0.810
C: -5.229 1.767 1.415  -1.822
C: -0.843 1.898 -0.041  0.815
C: 5.836 -2.553 0.083  -0.635
C: -5.689 -1.138 0.949  -0.821
C: -6.406 -3.530 0.923  -0.849
C: 3.745 0.495 -0.338  0.852
C: 1.314 2.253 0.029  0.333
C: 3.195 -1.087 -2.075  -0.923
C: 2.752 2.653 -0.104  -0.617
C: 4.873 -1.675 -0.466  0.754
C: 4.700 -0.427 0.181  0.648
C: 0.214 2.548 -0.726  -0.484
C: 6.386 -1.101 1.739  -0.376
C: -2.280 1.892 -0.425  0.080
H: 0.139 3.126 -1.621  0.488
H: -3.403 -1.822 -2.608  0.407
H: 2.946 3.519 0.539  0.328
H: -4.976 1.308 2.368  0.378
H: -6.137 -4.376 0.295  0.298
H: -7.480 -3.350 0.848  0.301
H: 2.596 -1.315 -2.945  0.387
H: 4.243 -2.945 -2.086  0.383
H: 7.014 -0.937 2.605  0.379
H: 5.376 0.785 1.830  0.473
H: -6.155 -3.756 1.962  0.301
H: 2.947 2.940 -1.147  0.360
H: 6.004 -3.518 -0.380  0.352
H: -2.611 0.780 1.235  0.397
H: -3.533 -0.071 -2.325  0.334
H: -4.723 1.569 -0.674  0.355
H: 2.280 0.833 -1.862  0.415
H: -6.302 1.697 1.262  0.384
H: -6.305 -0.878 1.785  0.480
H: -4.949 2.817 1.448  0.445
H: -2.328 -1.021 -1.456  0.189

(3)
# C23H41N2P3PtS

A structure of composition C23H41N2P3PtS in a non-equilibrium geometry (the ωB97M-V functional and the def2-TZVPD basis, OMol25).

## Properties
- relative energy (zero: lowest compared OMol25 entry of this formula, charge and spin) (kcal per mole) = 12.5
- multiplicity = 5
- HOMO level (spin up / spin down) (eV) = -18.6 / -20.1
- net charge = +4
- orbital gap (spin up / spin down) (eV) = 7.26 / 4.50

Each line ends with the Mulliken charge.
Cartesian coordinates (Å):
Pt: 0.082 0.336 0.546  1.322
S: -0.794 -1.814 -3.118  0.176
P: -1.951 1.549 0.861  0.793
P: 2.199 1.137 1.499  0.535
P: 0.603 1.250 -1.509  1.281
N: -0.307 -0.061 2.948  0.897
N: -0.449 -1.014 8.268  -0.277
C: -0.898 -4.593 -6.732  -0.374
C: -0.561 -1.543 4.809  -1.008
C: -0.207 0.793 5.187  -0.950
C: -2.757 1.782 2.491  -1.376
C: -0.505 -1.285 3.442  -0.587
C: -1.852 -3.594 -6.537  -0.627
C: -0.398 -0.497 5.709  0.443
C: -0.185 0.970 3.808  -0.696
C: -0.422 -0.776 7.122  -0.472
C: -3.273 0.652 -0.017  -1.294
C: 0.211 -3.907 -4.671  -0.403
C: 0.870 -1.811 0.640  -0.549
C: 1.842 0.210 -2.364  -1.206
C: 0.135 -4.743 -5.793  -0.536
C: 3.708 0.859 0.496  -1.267
C: -0.527 -1.857 0.372  -0.745
C: -0.812 1.364 -2.649  -1.026
C: 1.248 2.952 -1.520  -1.288
C: -0.752 -2.903 -4.486  1.090
C: 2.275 2.909 1.997  -1.311
C: -1.781 -2.749 -5.434  -0.523
C: 2.732 0.341 3.055  -1.219
C: -1.976 3.255 0.206  -1.166
H: 1.661 -0.859 -2.189  0.128
H: -3.064 0.593 -1.088  0.267
H: -0.871 -2.053 -0.642  0.104
H: -3.756 2.209 2.317  0.651
H: -1.113 3.814 0.593  0.364
H: 1.007 -4.011 -3.936  0.376
H: 1.653 3.072 2.882  0.377
H: 1.769 0.385 -3.443  0.488
H: 2.292 0.840 3.924  0.401
H: -0.068 1.983 3.407  0.564
H: -1.402 2.274 -2.521  0.423
H: -2.884 0.821 3.000  0.376
H: -0.609 -2.127 2.764  0.423
H: 3.823 0.384 3.119  0.576
H: 0.558 3.621 -0.995  0.303
H: -4.220 1.179 0.148  0.518
H: 3.312 3.175 2.250  0.472
H: -1.460 0.487 -2.531  -0.236
H: -0.073 1.635 5.865  0.602
H: -0.404 1.349 -3.664  0.524
H: 1.585 -1.934 -0.171  0.395
H: 1.320 3.281 -2.564  0.526
H: 1.238 -2.031 1.647  0.556
H: 3.712 -0.173 0.125  0.386
H: -0.932 -5.246 -7.612  0.447
H: 0.230 -2.185 -2.286  0.078
H: -2.166 2.438 3.138  0.424
H: -1.946 3.250 -0.887  0.273
H: -2.664 -3.475 -7.259  0.426
H: -2.519 -1.965 -5.295  0.379
H: -3.346 -0.360 0.397  0.420
H: 2.438 -0.709 3.074  0.275
H: -1.229 -2.132 1.161  0.312
H: -2.898 3.750 0.542  0.539
H: 2.851 0.455 -2.023  0.432
H: 2.239 3.030 -1.062  0.382
H: -0.720 -2.559 5.140  0.579
H: 4.583 0.996 1.144  0.612
H: 1.918 3.563 1.199  0.365
H: 0.879 -5.527 -5.950  0.432
H: 3.779 1.553 -0.347  0.424

What did the second record say?
# C21H21N5O3

An isolated molecule of C21H21N5O3 in a non-equilibrium geometry (the ωB97M-V functional and the def2-TZVPD basis, OMol25).

## Properties
- relative energy (zero: lowest compared OMol25 entry of this formula, charge and spin) (kcal per mole) = 80.3
- HOMO level (eV) = -8.3
- orbital gap (eV) = 8.76

Each line ends with the Mulliken charge.
Cartesian coordinates (Å):
O: 3.656 1.676 0.341  -0.447
O: -2.680 2.450 -1.428  -0.713
O: 0.945 1.493 1.071  -0.161
N: 6.560 -2.284 1.132  -0.655
N: -5.666 -2.393 0.459  0.684
N: -4.845 -2.499 -0.582  -0.969
N: -3.056 1.226 0.446  -0.137
N: -0.383 1.276 1.019  -0.496
C: -4.833 -0.384 0.173  0.599
C: 3.012 0.157 -1.448  -0.396
C: -3.341 -1.036 -1.861  -1.158
C: -4.490 1.069 0.275  0.438
C: -4.324 -1.300 -0.779  -0.029
C: 5.490 -0.156 1.316  -0.541
C: 4.103 -1.990 -1.604  -0.810
C: -5.229 1.767 1.415  -1.822
C: -0.843 1.898 -0.041  0.815
C: 5.836 -2.553 0.083  -0.635
C: -5.689 -1.138 0.949  -0.821
C: -6.406 -3.530 0.923  -0.849
C: 3.745 0.495 -0.338  0.852
C: 1.314 2.253 0.029  0.333
C: 3.195 -1.087 -2.075  -0.923
C: 2.752 2.653 -0.104  -0.617
C: 4.873 -1.675 -0.466  0.754
C: 4.700 -0.427 0.181  0.648
C: 0.214 2.548 -0.726  -0.484
C: 6.386 -1.101 1.739  -0.376
C: -2.280 1.892 -0.425  0.080
H: 0.139 3.126 -1.621  0.488
H: -3.403 -1.822 -2.608  0.407
H: 2.946 3.519 0.539  0.328
H: -4.976 1.308 2.368  0.378
H: -6.137 -4.376 0.295  0.298
H: -7.480 -3.350 0.848  0.301
H: 2.596 -1.315 -2.945  0.387
H: 4.243 -2.945 -2.086  0.383
H: 7.014 -0.937 2.605  0.379
H: 5.376 0.785 1.830  0.473
H: -6.155 -3.756 1.962  0.301
H: 2.947 2.940 -1.147  0.360
H: 6.004 -3.518 -0.380  0.352
H: -2.611 0.780 1.235  0.397
H: -3.533 -0.071 -2.325  0.334
H: -4.723 1.569 -0.674  0.355
H: 2.280 0.833 -1.862  0.415
H: -6.302 1.697 1.262  0.384
H: -6.305 -0.878 1.785  0.480
H: -4.949 2.817 1.448  0.445
H: -2.328 -1.021 -1.456  0.189

relative energy (zero: lowest compared OMol25 entry of this formula, charge and spin) of number 1 (H16O8)? 44.0 kcal per mole